# C5H5NO

C5H5NO in the gas phase in a non-equilibrium geometry (ωB97M-V/def2-TZVPD, the Open Molecules 2025 dataset).

As for the HOMO energy: -9.44 eV. The SMILES is O=C1C=CN2C[C@@H]12. The value obtained for the total energy is -8800.2266 eV. The value obtained for the relative energy (zero: lowest compared OMol25 entry of this formula, charge and spin) is 3.192 eV. As for the spin multiplicity: 1. The total charge is 0. The calculation puts the HOMO-LUMO gap at 9.6 eV.

Each line ends with the Mulliken charge.
Positions of all 12 atoms, in Å:
O -2.58975 -0.50239 0.07101  -0.58
C -1.40180 -0.15629 -0.13431  0.35
C -0.77126 1.27971 0.05220  -0.28
C 0.55188 1.33133 -0.07977  -0.48
N 0.99164 -0.06000 -0.49123  -0.39
C 0.92156 -1.08863 0.55071  -0.57
C -0.07483 -0.94573 -0.52746  0.10
H -1.30477 2.19242 0.16338  0.41
H 1.22537 2.06341 -0.12574  0.52
H 0.97667 -0.44889 1.37379  0.39
H 1.69144 -1.91349 0.43279  0.21
H -0.21615 -1.75144 -1.28538  0.31